The following is a DFT calculation (ωB97M-V with the def2-TZVPD basis set) of a single C3H3N3 molecule at a distorted geometry.

Each atom is followed by the atoms it is bonded to, with distances in Å.
Positions of all 9 atoms, in Å:
1 C 0.240 -0.823 0.294  C2 1.515, C6 1.462, H7 1.096, H9 1.100
2 C -0.635 0.345 0.699  C1 1.515, N3 1.295, H8 1.081
3 N -0.708 1.380 -0.075  C2 1.295, N4 1.138
4 N -0.734 2.268 -0.787  N3 1.138
5 N 1.480 -0.192 -1.902  C6 1.156
6 C 1.065 -0.468 -0.860  C1 1.462, N5 1.156
7 H 0.797 -1.201 1.160  C1 1.096
8 H -1.224 0.382 1.605  C2 1.081
9 H -0.282 -1.691 -0.136  C1 1.100

Its HOMO energy is -8.83 eV. As for the energy above the lowest of the compared OMol25 structures with the same formula, charge and spin: 2.158 eV.